{
  "formula": "C7H15FN4O11",
  "method": "ωB97M-V/def2-TZVPD",
  "species": ["O", "C", "O", "C", "C", "F", "O", "H", "H", "H", "C", "N", "O", "O", "H", "H", "H", "C", "N", "O", "O", "H", "H", "H", "C", "N", "O", "O", "H", "H", "H", "C", "N", "O", "O", "H", "H", "H"],
  "positions_angstrom": [[3.731, -2.916, -1.042], [3.480, -1.849, -1.487], [2.489, -1.038, -1.110], [2.277, -0.095, -2.173], [3.725, 0.035, -2.703], [4.475, 0.839, -1.886], [4.178, -1.269, -2.496], [1.627, -0.652, -2.849], [1.844, 0.859, -1.892], [3.785, 0.385, -3.731], [-0.667, -3.698, -0.724], [-0.362, -3.112, 0.599], [-0.344, -1.905, 0.691], [-0.134, -3.845, 1.531], [-1.748, -3.673, -0.819], [-0.196, -4.671, -0.804], [-0.190, -3.058, -1.460], [-1.154, 1.527, 1.466], [0.139, 1.346, 0.778], [0.205, 1.697, -0.378], [1.009, 0.773, 1.377], [-1.014, 1.597, 2.539], [-1.784, 0.660, 1.286], [-1.558, 2.464, 1.095], [-1.690, 2.037, 5.992], [-2.616, 2.750, 5.095], [-2.183, 3.246, 4.089], [-3.754, 2.838, 5.506], [-0.757, 2.601, 5.994], [-1.399, 1.064, 5.594], [-2.065, 1.920, 6.999], [-1.216, 0.785, -4.148], [-1.371, 0.060, -2.861], [-0.964, -1.085, -2.750], [-1.976, 0.603, -1.958], [-1.455, -0.005, -4.860], [-0.293, 1.326, -4.300], [-2.071, 1.456, -4.201]],
  "forces_ev_per_a": [[0.0, -0.1, 0.1], [0.0, 0.1, 0.2], [-0.6, 0.4, 0.5], [0.9, -0.2, -0.3], [-1.4, -0.5, 0.8], [-0.2, 0.4, -0.3], [0.8, 0.0, -1.1], [0.1, 0.5, -0.5], [0.0, -0.2, 0.6], [0.4, -0.3, 0.0], [0.6, 0.2, -0.4], [0.5, 0.3, 0.5], [-0.3, 0.5, -0.3], [-0.1, -0.7, 0.1], [0.0, -0.2, -0.2], [-0.4, -0.2, 0.3], [-0.3, 0.2, 0.0], [-0.3, 0.6, 0.5], [-0.4, -1.0, 0.4], [0.1, 0.5, -0.7], [0.6, 0.0, 0.3], [0.4, 0.0, -0.1], [0.1, 0.1, -0.5], [-0.3, -0.2, -0.1], [1.7, -0.3, 0.1], [-0.6, -0.2, 1.5], [0.2, 0.1, -0.8], [-0.3, 0.1, -0.4], [-0.2, 0.1, 0.1], [-0.5, 0.0, -0.3], [-0.4, 0.2, -0.1], [-1.7, -0.6, -0.5], [-0.3, -0.2, 1.8], [0.5, 0.1, -0.9], [0.1, 0.5, -0.6], [0.8, 0.2, -0.4], [0.3, -0.4, 0.3], [0.3, 0.3, 0.2]],
  "smiles": "O=C1OC[C@@H](F)O1.C[N+](=O)[O-].C[N+](=O)[O-].C[N+](=O)[O-].C[N+](=O)[O-]",
  "total_charge": 0,
  "total_energy_ha": -1421.86757,
  "orbital_gap_ev": 10.501,
  "de_lowest_kcal_mol": 9.24,
  "homo_energy_ev": -10.68
}

{
  "formula": "C60H76F32O24",
  "method": "ωB97M-V/def2-TZVPD",
  "species": ["O", "C", "O", "C", "C", "C", "H", "H", "H", "H", "H", "H", "O", "C", "O", "C", "C", "C", "H", "H", "H", "H", "H", "H", "O", "C", "O", "C", "C", "C", "H", "H", "H", "H", "H", "H", "O", "C", "O", "C", "C", "C", "H", "H", "H", "H", "H", "H", "O", "C", "O", "C", "C", "C", "H", "H", "H", "H", "H", "H", "O", "C", "O", "C", "C", "C", "H", "H", "H", "H", "H", "H", "O", "C", "O", "C", "C", "C", "H", "H", "H", "H", "H", "H", "O", "C", "O", "C", "C", "C", "H", "H", "H", "H", "H", "H", "O", "C", "O", "C", "C", "C", "H", "H", "H", "H", "H", "H", "O", "C", "O", "C", "C", "C", "H", "H", "H", "H", "H", "H", "C", "C", "C", "F", "F", "F", "F", "O", "C", "C", "F", "F", "F", "F", "H", "H", "H", "H", "C", "C", "C", "F", "F", "F", "F", "O", "C", "C", "F", "F", "F", "F", "H", "H", "H", "H", "C", "C", "C", "F", "F", "F", "F", "O", "C", "C", "F", "F", "F", "F", "H", "H", "H", "H", "C", "C", "C", "F", "F", "F", "F", "O", "C", "C", "F", "F", "F", "F", "H", "H", "H", "H"],
  "positions_angstrom": [[5.494, -13.283, 19.637], [4.530, -12.834, 19.063], [4.585, -12.494, 17.764], [3.263, -11.907, 17.388], [2.226, -12.409, 18.412], [3.164, -12.624, 19.620], [3.155, -12.157, 16.320], [3.404, -10.820, 17.501], [1.870, -13.387, 18.049], [1.447, -11.622, 18.496], [2.835, -13.398, 20.277], [3.136, -11.693, 20.168], [2.146, -15.670, 21.544], [1.561, -16.266, 20.704], [1.731, -15.830, 19.425], [0.902, -16.703, 18.502], [0.495, -17.885, 19.323], [0.620, -17.419, 20.767], [1.546, -16.909, 17.627], [0.061, -16.079, 18.189], [1.262, -18.678, 19.109], [-0.514, -18.245, 19.094], [1.096, -18.164, 21.426], [-0.313, -17.114, 21.224], [11.604, -15.677, 22.508], [11.812, -16.189, 21.433], [10.956, -16.144, 20.426], [11.470, -16.756, 19.182], [12.955, -16.837, 19.422], [13.089, -16.845, 20.970], [11.187, -16.146, 18.330], [11.060, -17.728, 19.031], [13.460, -15.948, 18.995], [13.431, -17.707, 18.948], [14.045, -16.424, 21.296], [13.125, -17.901, 21.267], [7.713, -19.118, 17.441], [7.375, -18.090, 17.976], [7.991, -17.509, 19.037], [7.500, -16.116, 19.223], [6.100, -16.170, 18.685], [6.192, -17.246, 17.598], [8.135, -15.506, 18.613], [7.599, -15.889, 20.264], [5.871, -15.202, 18.270], [5.306, -16.440, 19.393], [6.546, -16.771, 16.658], [5.310, -17.882, 17.411], [3.725, -16.343, 16.018], [2.917, -15.738, 15.368], [2.027, -14.880, 15.950], [1.198, -14.251, 14.944], [1.835, -14.515, 13.602], [2.610, -15.847, 13.888], [1.136, -13.207, 15.220], [0.196, -14.723, 14.938], [2.553, -13.723, 13.350], [1.054, -14.677, 12.862], [3.538, -15.847, 13.296], [1.945, -16.681, 13.771], [9.139, -16.532, 16.480], [10.051, -16.927, 15.855], [11.064, -17.595, 16.413], [12.095, -17.976, 15.409], [11.470, -17.827, 14.080], [10.335, -16.791, 14.338], [12.399, -18.990, 15.732], [12.936, -17.243, 15.494], [11.118, -18.692, 13.540], [12.267, -17.383, 13.566], [9.421, -17.065, 13.823], [10.574, -15.771, 14.118], [9.624, -13.333, 13.850], [9.057, -13.336, 14.938], [7.707, -13.554, 14.970], [7.232, -13.542, 16.308], [8.270, -12.607, 17.028], [9.580, -13.107, 16.320], [7.298, -14.540, 16.681], [6.217, -13.118, 16.331], [8.321, -12.785, 18.095], [8.146, -11.589, 16.743], [9.908, -14.107, 16.683], [10.467, -12.476, 16.356], [6.544, -18.638, 23.868], [5.600, -18.688, 23.117], [4.497, -19.338, 23.401], [3.524, -19.101, 22.408], [4.282, -18.760, 21.128], [5.489, -18.034, 21.764], [2.857, -18.251, 22.679], [2.856, -19.975, 22.360], [3.680, -18.204, 20.368], [4.540, -19.702, 20.637], [5.350, -16.944, 21.945], [6.434, -18.174, 21.148], [3.251, -19.082, 18.054], [3.206, -19.607, 16.982], [2.280, -19.278, 16.024], [2.362, -20.064, 14.859], [3.441, -21.136, 15.154], [4.138, -20.633, 16.435], [2.710, -19.403, 14.096], [1.431, -20.561, 14.638], [4.067, -21.285, 14.285], [2.967, -22.103, 15.330], [5.066, -20.141, 16.202], [4.235, -21.498, 17.055], [7.973, -18.893, 11.307], [7.321, -18.461, 12.240], [7.107, -17.121, 12.419], [6.376, -16.942, 13.646], [5.782, -18.289, 14.025], [6.662, -19.337, 13.338], [5.631, -16.161, 13.492], [7.045, -16.556, 14.408], [4.765, -18.348, 13.726], [5.777, -18.364, 15.123], [6.202, -20.166, 12.877], [7.476, -19.745, 13.971], [12.210, -23.586, 14.674], [12.231, -24.216, 13.312], [10.931, -24.962, 13.048], [11.026, -25.754, 11.997], [10.771, -25.758, 14.110], [12.603, -23.321, 12.414], [13.195, -25.133, 13.361], [11.072, -22.667, 14.718], [10.621, -22.329, 15.981], [9.499, -21.319, 15.723], [10.087, -20.261, 15.162], [8.512, -21.780, 14.908], [10.143, -23.404, 16.613], [11.578, -21.743, 16.764], [13.187, -23.182, 14.869], [12.028, -24.347, 15.447], [10.039, -24.303, 12.950], [9.000, -21.048, 16.634], [5.018, -14.112, 22.905], [4.084, -13.276, 23.744], [3.292, -14.037, 24.888], [4.129, -14.425, 25.847], [2.484, -13.168, 25.549], [4.778, -12.188, 24.229], [3.217, -12.741, 22.863], [5.811, -14.885, 23.774], [7.150, -14.676, 23.718], [7.852, -15.433, 24.893], [9.179, -14.971, 24.964], [7.317, -15.104, 26.079], [7.645, -15.116, 22.559], [7.460, -13.334, 23.715], [5.675, -13.479, 22.268], [4.401, -14.768, 22.279], [2.817, -14.915, 24.515], [7.825, -16.564, 24.778], [9.582, -18.828, 22.043], [9.560, -20.214, 21.397], [10.142, -20.380, 19.996], [11.419, -19.855, 19.981], [10.280, -21.690, 19.666], [10.137, -21.153, 22.232], [8.229, -20.526, 21.267], [10.829, -18.574, 22.612], [10.930, -18.551, 24.025], [12.240, -17.909, 24.405], [12.226, -18.015, 25.800], [13.278, -18.674, 23.887], [9.969, -17.792, 24.544], [10.880, -19.776, 24.561], [8.877, -18.863, 22.876], [9.172, -18.059, 21.402], [9.548, -19.874, 19.220], [12.439, -16.905, 23.993], [6.796, -25.716, 19.735], [6.409, -26.623, 20.870], [7.226, -27.917, 20.905], [7.411, -28.430, 19.631], [8.539, -27.664, 21.336], [6.503, -26.048, 22.074], [5.095, -27.099, 20.581], [6.296, -24.421, 20.040], [6.274, -23.572, 18.928], [5.903, -22.166, 19.463], [6.416, -21.213, 18.602], [4.566, -22.089, 19.513], [7.413, -23.572, 18.250], [5.346, -23.982, 18.040], [6.388, -26.100, 18.800], [7.861, -25.695, 19.725], [6.795, -28.740, 21.456], [6.271, -22.001, 20.459]],
  "forces_ev_per_a": [[-0.3, 0.3, -0.1], [0.7, -0.7, 0.3], [-1.4, 0.4, -0.1], [1.2, 0.4, -0.1], [1.1, -0.4, -1.2], [-1.4, 1.1, -0.5], [-0.3, 0.0, 0.6], [-0.1, -0.3, -0.2], [-0.3, 0.5, 0.3], [0.3, -0.9, 0.3], [0.0, -0.6, 0.4], [0.4, 0.3, 0.5], [0.7, 0.3, 2.1], [0.0, 1.0, -2.1], [-1.2, -1.7, -0.9], [1.0, 1.9, -0.1], [0.7, -1.4, 0.0], [0.6, -0.8, 0.4], [-0.4, -0.1, 0.6], [0.1, 0.0, 0.0], [-1.0, 0.5, 0.3], [0.3, 0.0, -0.1], [-0.5, 0.2, -0.2], [-0.2, 0.2, 0.1], [-0.2, -0.3, -0.6], [1.3, 0.7, 0.6], [-1.2, -0.3, -1.2], [0.2, 0.6, 0.9], [1.2, 0.5, -0.1], [0.6, -1.1, -1.3], [-0.1, 0.2, 0.3], [-0.6, -0.5, 0.2], [-0.2, -0.3, 0.3], [-0.3, 0.2, 0.2], [-0.6, 0.3, 0.2], [-0.3, 0.2, 0.3], [0.5, 0.1, 0.5], [-0.5, 0.4, 0.5], [0.4, -0.2, -0.1], [-0.1, -1.9, -0.1], [-1.0, -0.3, -0.6], [0.4, 0.3, -0.7], [0.4, 0.5, -0.2], [0.1, 0.2, 0.5], [-0.4, 0.2, -0.1], [0.5, 0.2, 0.1], [-0.5, -0.3, 0.2], [0.4, 0.6, 0.2], [-0.2, 0.3, -0.3], [-0.3, -0.4, 0.4], [0.3, 0.0, -0.4], [-0.6, -0.5, 0.4], [0.8, -0.8, 0.3], [0.4, 2.1, -0.1], [-0.2, 0.2, 0.0], [0.4, 0.3, 0.5], [-0.4, -0.3, -0.3], [0.3, 0.4, -0.3], [-0.5, -0.7, 0.2], [0.0, -0.7, -0.3], [-2.1, 1.1, 1.2], [2.5, -0.8, -2.5], [0.9, -0.5, -0.1], [-0.1, -0.3, 2.5], [-1.1, 1.2, -0.3], [-0.3, -1.5, 0.9], [0.0, 0.6, -0.4], [-0.6, -0.7, 0.3], [-0.1, -0.4, 0.3], [0.7, 0.6, -1.7], [-0.1, 0.2, -0.3], [0.2, 0.6, -0.2], [-0.6, -0.1, 2.1], [0.2, -0.1, -2.8], [0.6, 0.0, -0.5], [0.5, 2.1, 0.6], [0.9, -2.4, -0.5], [-0.5, -0.5, 0.5], [-0.2, -0.7, 0.5], [0.5, -0.5, 0.0], [-0.2, 0.3, 0.2], [-0.5, 0.9, 0.1], [-0.4, 0.5, 0.0], [-0.3, 0.2, -0.2], [-0.3, 0.0, -0.2], [2.0, 0.7, 0.1], [-0.9, -0.6, 0.8], [-2.0, 0.3, -0.7], [-0.4, 0.3, 0.0], [0.9, 0.1, -1.6], [0.6, -0.3, 0.3], [0.5, 0.1, -0.1], [0.5, -0.2, 0.8], [0.4, 0.2, 0.0], [-0.1, -0.7, -0.3], [-1.0, 0.3, 1.0], [-0.3, 0.2, 0.1], [-0.3, 0.0, -0.7], [-0.5, 0.5, 1.6], [1.3, -1.0, 0.4], [-0.5, 0.1, -0.1], [-0.8, -0.7, -1.6], [-0.1, 0.3, -0.9], [-0.5, 0.4, -0.1], [0.4, 0.1, 0.0], [0.0, 0.1, 0.1], [0.6, 0.0, 0.3], [0.5, 0.0, 0.9], [-0.9, 0.9, 1.3], [1.1, -1.1, -1.4], [-0.1, -1.2, 0.4], [-0.1, 0.4, -0.1], [0.6, -0.4, 1.3], [1.4, 2.2, 0.3], [0.0, -0.1, -0.1], [0.4, 0.0, 0.1], [-1.0, -0.1, -0.5], [0.0, -0.1, -0.4], [-0.8, -0.8, -0.5], [-0.4, 0.4, -0.2], [-1.5, -0.2, 1.3], [-0.3, 0.0, 1.4], [-1.0, 1.3, -0.2], [0.2, -0.5, -1.4], [-0.4, -0.6, 1.0], [-0.4, 0.8, -1.3], [1.1, -1.1, -0.1], [1.4, -0.1, 0.8], [0.0, 0.1, -1.8], [-0.4, -0.2, 0.8], [0.0, 0.8, -0.5], [0.6, -0.3, -0.2], [0.1, -0.2, 0.6], [-0.5, -0.6, -0.5], [0.2, 0.9, 0.0], [0.2, 0.0, -0.5], [0.6, -0.3, 0.0], [-0.1, 0.4, 0.7], [0.3, 0.0, -0.5], [0.5, 0.9, 0.2], [1.3, 1.8, 0.3], [1.2, -0.6, 0.4], [-0.7, 0.0, -1.0], [-0.4, -0.9, 0.5], [-1.1, 0.1, -0.2], [0.7, -0.6, 0.6], [0.1, 0.7, 0.8], [1.5, -0.2, 0.2], [-1.6, -0.8, -0.6], [-0.5, 0.1, -0.2], [0.5, -0.6, -0.8], [-0.3, -0.8, 0.5], [-0.9, -0.2, 0.3], [0.2, 0.0, 0.0], [-1.0, -0.4, -0.5], [0.1, 1.4, -0.1], [-0.7, -1.0, 1.5], [-0.1, -0.6, 0.6], [1.1, 0.3, -0.5], [-0.5, -0.1, 0.1], [-0.4, 0.2, 0.2], [-0.6, 0.9, -0.8], [-0.1, -0.3, 0.0], [1.3, 0.4, 0.9], [0.2, 0.2, -2.1], [1.5, -0.6, 0.5], [0.7, 0.6, -1.5], [-0.7, 0.2, 0.7], [-0.8, 0.0, 0.3], [-0.5, -0.1, -0.2], [-0.5, -0.4, -0.2], [0.6, 0.4, -0.6], [0.0, -0.1, 0.3], [-0.7, -0.2, 0.8], [-0.4, 0.2, 0.4], [-1.0, -1.5, -1.0], [2.5, -0.7, -1.1], [-0.6, 0.7, 0.5], [-1.8, 0.0, 0.0], [-0.6, 0.0, -0.2], [1.1, 0.8, 1.1], [0.1, 1.0, -1.3], [-0.7, -0.4, 1.4], [0.8, 0.1, -0.8], [-0.7, -0.8, 0.8], [-0.5, 0.3, -0.3], [0.9, 0.1, 0.0], [-0.4, -0.1, -0.2], [0.1, -0.1, 0.1], [1.0, 0.1, -0.3], [-0.2, 0.2, 0.7], [0.5, 0.1, 0.4]],
  "total_charge": 0,
  "total_energy_ha": -7333.51698,
  "orbital_gap_ev": 9.935,
  "de_lowest_kcal_mol": 0.00,
  "homo_energy_ev": -10.07
}

{
  "formula": "CH12N2O4",
  "method": "ωB97M-V/def2-TZVPD",
  "species": ["N", "C", "N", "H", "H", "H", "H", "H", "H", "O", "H", "H", "O", "H", "H", "O", "H", "H", "O"],
  "positions_angstrom": [[0.469, 1.073, -2.365], [-0.731, 0.344, -2.127], [-1.670, 0.664, -1.266], [0.544, 1.884, -1.854], [1.316, 0.521, -2.360], [-1.062, -0.535, -2.844], [-2.650, 0.579, -1.699], [1.581, 0.687, 3.397], [3.083, 0.299, 3.440], [2.414, 0.601, 2.766], [-0.903, -2.203, -0.647], [-2.276, -1.694, -0.449], [-1.675, -2.507, -0.151], [-0.799, 1.497, 0.816], [-2.003, 1.542, 1.756], [-0.979, 1.458, 1.753], [2.020, -1.128, 1.275], [1.187, -0.768, 0.022], [1.835, -1.415, 0.298]],
  "forces_ev_per_a": [[-4.1, -4.7, 0.4], [2.4, 1.5, -2.0], [-1.2, -0.4, -1.8], [0.2, 2.4, 1.5], [0.3, -0.3, -0.9], [1.3, 1.1, 1.5], [1.2, 0.5, 1.0], [2.3, -0.1, -2.1], [-0.7, 0.5, -1.2], [-1.7, -0.5, 3.1], [0.6, -0.9, 0.4], [1.2, -2.9, 1.5], [-1.8, 3.6, -1.7], [0.3, 0.1, -0.3], [2.6, -0.2, 0.4], [-2.9, 0.2, 0.1], [-0.4, -0.6, -2.4], [-0.2, 0.2, 0.2], [0.5, 0.6, 2.3]],
  "total_charge": 1,
  "total_energy_ha": -455.33752,
  "orbital_gap_ev": [8.032, 4.556],
  "de_lowest_kcal_mol": 69.08,
  "multiplicity": 2,
  "homo_energy_ev": [-14.30, -14.30],
  "s_squared": 0.76
}